Formula: C13H16N2O2
Source: OMol25
Level of theory: wB97M-V/def2-TZVPD

The geometry in XYZ format:
```
33
Properties=species:S:1:pos:R:3
O 4.37802 0.11305 1.12705
O 0.09133 -0.84024 -0.70153
N -3.11751 -0.20777 0.57556
N -4.55075 1.46562 0.71363
C -3.35142 1.86817 1.20880
C 2.45536 1.90209 -1.34460
C 1.17004 -0.00453 -0.68815
C 1.30266 1.13803 -1.46250
C -1.01036 -0.51590 -1.52321
C 4.30878 -1.03712 1.93377
C -2.11502 -1.53131 -1.24204
C -2.44857 0.84778 1.12989
C 3.46341 1.54515 -0.47874
C 2.18668 -0.37632 0.19347
C -4.37823 0.22828 0.34153
C -2.56197 -1.48527 0.22527
C 3.33382 0.39215 0.30070
H 3.46565 -0.98933 2.63051
H -5.13745 -0.39276 -0.09138
H -1.41939 0.77961 1.41848
H 2.55885 2.79229 -1.94647
H -1.36859 0.49839 -1.30047
H 5.24009 -1.05848 2.49756
H -3.31506 -2.25893 0.40124
H -1.69758 -1.67705 0.86499
H -0.72318 -0.56081 -2.58266
H 2.03790 -1.27375 0.77138
H 4.36064 2.13420 -0.38336
H 4.23009 -1.94711 1.33023
H -1.74335 -2.53293 -1.45952
H 0.53320 1.44241 -2.15286
H -2.96138 -1.31794 -1.89647
H -3.21670 2.86035 1.58989
```

Computed properties:
**E_LUMO**: 0.7 eV
**HOMO energy**: -8.46 eV
**Structure (SMILES)**: COc1cccc(OCCCn2ccnc2)c1
**Orbital gap**: 9.18 eV

Formula: C13H16N2O5
Source: OMol25
Level of theory: wB97M-V/def2-TZVPD

The geometry in XYZ format:
```
36
Properties=species:S:1:pos:R:3
O 2.86796 -1.67680 -0.85904
O -1.31339 -0.57595 -0.99136
O 3.04499 -1.16067 1.86898
O 0.78294 -0.52084 -1.68670
O 3.96815 -3.71481 -0.67300
N -0.25597 -2.20038 1.54275
N 1.33264 0.14864 1.10332
C -0.20401 -0.19433 -0.81538
C 1.85590 -1.02877 1.52048
C -3.58606 2.98415 -0.04465
C 0.13877 0.49314 0.50835
C -3.61431 3.10591 -1.43661
C 2.78160 -2.82363 -0.40672
C -1.38862 2.30452 -1.54897
C -2.31856 2.62350 0.59622
C -1.29461 2.22579 -0.14710
C 0.09953 2.03747 0.38726
C -2.55347 2.71914 -2.21552
C 1.16031 -2.38532 1.53245
C 1.58879 -3.32722 0.24836
H 0.08058 2.28826 1.65279
H -2.42348 2.98124 -3.35318
H 1.83353 -0.79859 -1.48023
H 1.82133 0.97537 1.22569
H 0.73897 -3.23780 -0.39112
H -0.76073 -2.84419 2.22835
H 1.60318 -4.43747 0.47364
H -4.41927 3.85801 -1.80881
H -2.23496 2.63914 1.72676
H 1.18989 2.35923 -0.05211
H -4.64128 3.14564 0.62757
H 1.55175 -2.96971 2.32603
H -0.46354 1.77139 -1.96229
H -0.66831 0.28708 1.27181
H 4.54059 -3.32343 -1.66214
H -0.84086 -1.72774 0.69411
```

Computed properties:
**E_LUMO**: 0.2 eV
**HOMO energy**: -9.06 eV
**Structure (SMILES)**: N[C@@H](CC(=O)O)C(=O)N[C@@H](Cc1ccccc1)C(=O)O
**Orbital gap**: 9.21 eV

Formula: C13H16N5O2PdS2
Source: OMol25
Level of theory: wB97M-V/def2-TZVPD

The geometry in XYZ format:
```
39
Properties=species:S:1:pos:R:3
Pd 0.13866 -0.01070 -1.16558
S 1.54453 -0.07924 -3.23503
S -0.57573 2.49263 -1.56321
O 0.08817 -1.86616 -0.17114
O 0.72201 -2.68206 1.81551
N -1.58048 3.01206 -5.96546
N 1.83820 0.70338 0.52151
N -2.03526 -0.46998 -3.55474
N -1.36222 1.22640 -2.16464
N 2.40229 1.74678 -6.22701
C -0.54569 1.24911 -4.43937
C 0.30377 -1.83877 1.06956
C -1.09308 2.21717 -5.29735
C -2.15333 -1.12653 -4.83710
C 1.30833 0.33881 1.84209
C -2.58211 -1.22263 -2.44359
C -4.07126 -1.48391 -2.66791
C -3.62993 -1.41505 -5.13539
C 0.79000 0.93135 -4.41079
C -4.27249 -2.20183 -3.99828
C 1.66727 1.40623 -5.42073
C -1.40000 0.67746 -3.37155
C -0.01583 -0.41642 1.71474
H -4.15414 -0.46878 -5.27906
H -2.43059 -0.67488 -1.49755
H -4.45581 -2.09637 -1.85309
H -3.83060 -3.19883 -3.94604
H 2.00863 -0.29123 2.39807
H -5.33981 -2.31700 -4.18797
H -1.72978 -0.49316 -5.61962
H -0.72335 0.12472 1.05319
H 2.70760 0.20958 0.31833
H 2.02362 1.70326 0.46680
H -0.46249 -0.58365 2.69424
H -4.60849 -0.53216 -2.66259
H -3.69592 -1.97947 -6.06671
H -1.59024 -2.06656 -4.80360
H -2.03964 -2.17784 -2.40153
H 1.10780 1.24693 2.42157
```

Computed properties:
**E_LUMO (alpha / beta)**: -7.6 / -7.6 eV
**HOMO energy (alpha / beta)**: -12.68 / -12.68 eV
**Charge**: +1
**Orbital gap (alpha / beta)**: 5.10 / 5.08 eV

Formula: C13H16O3
Source: OMol25
Level of theory: wB97M-V/def2-TZVPD

The geometry in XYZ format:
```
32
Properties=species:S:1:pos:R:3
O 0.41357 2.94757 0.53365
O 0.22644 3.77525 2.59772
O -2.63154 1.59274 2.05679
C -0.36067 1.05356 3.24519
C -0.36433 -1.62792 -1.19088
C -0.05167 -2.27279 -2.44750
C -0.02534 -2.00821 0.16373
C 1.36301 -0.63396 -3.32058
C -0.20278 -0.98494 1.19488
C -1.80940 0.25002 -0.27995
C -1.53947 0.87306 2.20874
C 0.53708 2.81736 1.87859
C -1.20629 0.00378 0.96237
C 1.30075 -1.93722 -2.74006
C -1.16070 -0.63999 -1.31581
C 0.69137 1.75452 2.75855
H -0.93973 -2.42578 -3.03107
H 0.66251 -0.52642 -4.16735
H 1.60675 -2.67643 -3.62078
H 2.17786 -0.40389 -3.76055
H 0.09473 -3.59590 -2.02103
H 1.18495 2.03952 3.42918
H -0.17491 0.16705 3.74639
H 1.94881 -2.05247 -1.90137
H -1.70254 -0.27616 -2.31951
H 1.42502 0.83301 2.10855
H -0.76211 1.93637 3.94803
H -0.14902 4.62672 2.07641
H 0.25768 -1.08524 2.03349
H 0.65971 -2.74069 0.15292
H -2.44552 1.07826 -0.25082
H 0.97578 0.13923 -2.72790
```

Computed properties:
**E_LUMO**: 0.0 eV
**HOMO energy**: -8.99 eV
**Orbital gap**: 9.04 eV

Number 1: strongest force on any atom 0.68 eV/A. Number 2: strongest force on any atom 5.82 eV/A. Number 3: strongest force on any atom 4.66 eV/A. Number 4: strongest force on any atom 16.24 eV/A.